A 2-piece molecular cluster, C10H15ClSSi overall in a non-equilibrium geometry, computed with the ωB97M-V functional and the def2-TZVPD basis.

- Molar mass: 230.8 g/mol
- Total charge: 0
- Kohn-Sham gap (alpha / beta): 7.33 / 7.82 eV
- Energy relative to the best compared isomer or geometry (same formula, charge and spin): 59.6 kcal/mol

Structure (XYZ):
```
28
Properties=species:S:1:pos:R:3:mulliken_charge:R:1
C -0.4129 -1.6170 4.1593 -0.30
C 0.4624 -0.7105 3.6126 -0.51
C -1.5140 -2.0767 3.4385 -0.46
C 0.0742 -0.1269 2.3842 -0.07
C -1.8040 -1.6185 2.1573 -0.48
C -1.0212 -0.5878 1.6426 -0.01
C -0.2609 -0.4563 -3.9229 -1.02
C 1.0335 3.5528 -0.5899 -0.48
C -0.0189 -1.5034 -2.8554 -0.47
C 1.5301 2.7513 -1.7857 -0.76
Si 0.2784 -0.7031 -1.1254 0.28
S -1.4604 0.1122 0.0862 -0.20
Cl 1.1492 -2.0675 0.1361 -0.25
H -0.4449 -1.9983 5.1861 0.31
H 1.4751 -0.4222 3.9212 0.35
H -2.1698 -2.7708 4.0225 0.28
H 0.6395 0.6941 2.0477 0.44
H -2.4494 -2.0336 1.4872 0.53
H -1.0329 0.3436 -3.6050 0.24
H 0.6427 0.1744 -4.1884 0.25
H -0.5807 -0.6823 -4.9233 0.37
H -0.0829 3.5251 -0.7195 0.19
H 1.4011 3.0445 0.2955 0.13
H 1.3808 4.6666 -0.6351 0.29
H 0.7698 -2.2605 -3.0505 0.33
H -0.8273 -2.1387 -2.6748 0.35
H 2.4940 2.4149 -1.9328 0.43
H 0.7495 2.4946 -2.5682 0.25
```

C10H15F4N7O9S4V as an isolated structure in a non-equilibrium geometry, computed with the ωB97M-V functional and the def2-TZVPD basis.

- Molar mass: 632.5 g/mol
- ⟨S²⟩: 2.035
- Multiplicity: 3
- Total charge: +1
- Kohn-Sham gap (alpha / beta): 5.85 / 1.88 eV

Structure (XYZ):
```
50
Properties=species:S:1:pos:R:3:lowdin_spin:R:1
O 0.5679 -3.9937 0.5482 -0.17
V 0.8214 -2.5967 -0.0292 1.12
N 2.8208 -2.4092 0.2656 0.33
S 3.6154 -0.8401 0.0450 -0.01
O 3.6533 -0.2934 -1.3102 0.04
O 4.7227 -0.5451 0.9564 0.01
F 2.3838 0.0863 0.6586 0.00
S 4.2408 -3.1617 0.2070 -0.04
O 4.9370 -3.3579 1.4693 0.43
O 5.0112 -3.1151 -1.0371 0.28
F 3.5062 -4.5531 0.1216 -0.01
N -0.6793 -1.2571 0.0481 0.00
S -1.0454 0.1155 -1.0417 0.00
O -1.2924 1.4354 -0.4505 0.00
O -1.6560 -0.1931 -2.3574 0.00
F 0.5103 0.2537 -1.3587 0.00
S -1.9641 -0.9558 0.8944 0.00
O -3.2064 -1.0953 0.1134 0.00
O -1.9590 0.0171 1.9715 0.00
F -1.9610 -2.4126 1.6667 0.00
C 0.7152 3.6885 -1.7001 0.00
C 1.3891 3.2457 -0.5357 0.00
N 1.8933 2.8721 0.4196 0.00
H 0.1596 4.6021 -1.4885 0.00
H 0.0089 2.8889 -1.9229 0.00
H 1.4402 3.9743 -2.4622 0.00
C -4.1382 -4.3813 2.4490 0.00
C -4.0818 -4.4421 0.9815 0.00
N -4.0056 -4.5354 -0.1560 0.00
H -3.1569 -4.6768 2.8205 0.00
H -4.9841 -4.9224 2.8730 0.00
H -4.3831 -3.3575 2.7317 0.00
C -0.3849 2.6607 3.5206 0.00
C 0.4116 2.2784 4.7018 0.00
N 1.0330 1.9894 5.5590 0.00
H -1.0558 1.8207 3.3409 0.00
H 0.1982 2.9070 2.6332 0.00
H -1.1813 3.3721 3.7388 0.00
C -3.3199 4.0917 -0.4552 0.00
C -3.3865 5.2408 -1.3596 0.00
N -3.4438 6.1436 -2.0865 0.00
H -2.3387 3.6420 -0.3034 0.00
H -4.0974 3.3607 -0.6772 0.00
H -3.5830 4.5121 0.5155 0.00
C 3.2077 -1.1748 -4.4045 0.00
C 2.2078 -1.7153 -3.4494 0.00
N 1.4517 -2.0947 -2.6099 0.00
H 4.0472 -0.6455 -3.9536 0.00
H 2.7318 -0.4836 -5.1001 0.00
H 3.6181 -1.9892 -5.0015 0.00
```

Question: What is the formula in the first record?
Answer: C10H15ClSSi

Question: total charge of number 2 (C10H15F4N7O9S4V)?
Answer: +1